[1]
Molecular formula: C4H11CaO3
Method: DFT, ωB97M-V with the def2-TZVPD basis set

Energy relative to the best compared isomer or geometry (same formula, charge and spin) in kcal/mol: 39.8
Lowest unoccupied orbital energy in eV: 2.60
Total charge: -1
Highest occupied orbital energy in eV: -1.671
Largest force on an atom in Eh/bohr: 0.02012
Energy in eV: -28904.250

Last column: natural (NBO) charge in e.
Atoms and positions in Å:
1 C 3.44966 0.59046 -0.00068  -0.2418
2 O 2.00047 0.27341 -0.29980  -0.7179
3 C 1.47043 1.00505 -1.38960  -0.0918
4 C 0.13645 0.40982 -1.75995  -0.0919
5 O -0.64076 0.33477 -0.57538  -0.6374
6 C -1.98234 -0.06839 -0.79105  -0.2685
7 Ca 0.50882 -0.35960 1.33126  0.0591
8 H 3.70065 -0.07192 0.83701  0.2218
9 H 4.01881 0.33206 -0.90584  0.2136
10 H 3.47521 1.65081 0.29588  0.2060
11 H 2.13919 0.95761 -2.26392  0.1910
12 H 1.36300 2.06607 -1.10726  0.1815
13 H 0.25963 -0.59992 -2.18501  0.1860
14 H -0.36425 1.04688 -2.50551  0.1818
15 H -2.46720 -0.12822 0.19005  0.2228
16 H -2.50156 0.67064 -1.41859  0.1723
17 H -2.01810 -1.05427 -1.27959  0.1833
18 O 6.29778 1.16253 0.44177  -1.3601
19 H 6.33768 1.60993 1.29122  0.3901

=====

[2]
Molecular formula: C13H11N3O3
Method: DFT, ωB97M-V with the def2-TZVPD basis set

Structure (SMILES): C#CCN1C(=O)C(=O)N(N(C)c2ccccc2)C1=O
Energy relative to the best compared isomer or geometry (same formula, charge and spin) in kcal/mol: 48.9
Lowest unoccupied orbital energy in eV: -1.20
Total charge: 0
Highest occupied orbital energy in eV: -8.961
Largest force on an atom in Eh/bohr: 0.17265
Energy in eV: -24267.350

Last column: natural (NBO) charge in e.
Atoms and positions in Å:
1 C 4.75704 0.31396 2.55747  -0.1824
2 C 4.28910 0.51347 1.44769  -0.0370
3 C 3.90759 0.61707 0.03174  -0.2967
4 N 2.61397 0.04679 -0.33363  -0.4170
5 C 2.37112 -0.84946 -1.35371  0.5492
6 O 3.33098 -1.25639 -2.07463  -0.5026
7 C 0.96292 -0.89605 -1.61696  0.5719
8 O 0.29745 -1.15632 -2.61887  -0.4687
9 N 0.41790 -0.22501 -0.50175  -0.2987
10 N -0.81437 0.53573 -0.60152  -0.3051
11 C -0.75415 1.97216 -0.78681  -0.4050
12 C -1.98094 -0.07555 -0.02898  0.1913
13 C -2.43899 -1.15437 -0.84914  -0.2070
14 C -3.69469 -1.79025 -0.48628  -0.1968
15 C -4.16308 -1.48117 0.70639  -0.2440
16 C -3.64927 -0.53156 1.54183  -0.1906
17 C -2.49216 0.19468 1.16012  -0.2601
18 C 1.44440 0.25623 0.25810  0.7652
19 O 1.28287 1.19035 1.02457  -0.5754
20 H 5.20230 0.18458 3.50117  0.2370
21 H 3.77259 1.65438 -0.11416  0.2433
22 H 4.77111 0.38138 -0.65725  0.2845
23 H -1.62850 2.34141 -1.15563  0.2154
24 H -0.48153 2.49894 0.11943  0.2000
25 H -0.00566 2.20184 -1.54650  0.1998
26 H -1.88950 -1.53617 -1.74206  0.2452
27 H -4.25872 -2.54404 -1.14029  0.2230
28 H -5.00566 -2.04224 0.97757  0.2095
29 H -4.20759 -0.23158 2.48376  0.2203
30 H -1.95657 0.86720 1.79833  0.2315

=====

[3]
Molecular formula: C3H11N3O
Method: DFT, ωB97M-V with the def2-TZVPD basis set

Structure (SMILES): C[C@H](ON)C(N)N
Energy relative to the best compared isomer or geometry (same formula, charge and spin) in kcal/mol: 74.7
Lowest unoccupied orbital energy in eV: 0.95
Total charge: 0
Highest occupied orbital energy in eV: -8.605
Largest force on an atom in Eh/bohr: 0.07544
Energy in eV: -9804.764

Last column: natural (NBO) charge in e.
Atoms and positions in Å:
1 C -1.04094 0.16054 1.56054  -0.6375
2 C -0.38745 -0.00889 0.19247  0.0456
3 O -1.03197 -0.96099 -0.58218  -0.4279
4 N -1.62208 -0.10036 -1.81468  -0.5419
5 C 1.17232 -0.28141 0.26663  0.0988
6 N 1.93292 0.88317 0.65150  -0.8250
7 N 1.68971 -0.79959 -0.97299  -0.8276
8 H -0.93508 -0.75952 2.13476  0.2089
9 H -0.58139 0.98099 2.11081  0.2092
10 H -2.10356 0.37304 1.44438  0.2135
11 H -0.50190 0.92647 -0.42497  0.1890
12 H -1.65990 -0.63239 -2.68896  0.3539
13 H -2.59174 0.02051 -1.51078  0.3457
14 H 1.31635 -1.04218 1.04447  0.1641
15 H 1.69808 1.19279 1.58404  0.3617
16 H 1.78839 1.64805 0.00265  0.3498
17 H 1.76926 -0.06715 -1.66887  0.3497
18 H 1.08899 -1.53308 -1.32880  0.3701

=====

[4]
Molecular formula: C15H20Cl2N4O2
Method: DFT, ωB97M-V with the def2-TZVPD basis set

Structure (SMILES): Cn1c([C@@](C)(N)C(=O)O)nc2cc(N(CCCl)CCCl)ccc21
Energy relative to the best compared isomer or geometry (same formula, charge and spin) in kcal/mol: 38.9
Lowest unoccupied orbital energy in eV: 0.59
Total charge: 0
Highest occupied orbital energy in eV: -7.283
Largest force on an atom in Eh/bohr: 0.07536
Energy in eV: -50978.831

Last column: natural (NBO) charge in e.
Atoms and positions in Å:
1 C -3.03256 0.62768 2.06245  -0.4321
2 N -1.92847 0.37247 1.06124  -0.3447
3 C -1.80675 0.81923 -0.31058  0.3612
4 C -2.66540 1.81686 -1.00226  -0.0375
5 C -2.68175 1.70274 -2.51899  -0.5831
6 N -4.16374 1.61653 -0.75639  -0.8111
7 C -2.20933 3.18611 -0.47178  0.7870
8 O -2.67901 3.70705 0.47903  -0.6054
9 O -1.25181 3.76172 -1.18625  -0.6633
10 N -0.85108 0.09231 -0.92016  -0.4284
11 C -0.30268 -0.61934 0.13256  0.0741
12 C 0.69557 -1.51944 -0.08022  -0.2716
13 C 1.17047 -2.25235 0.98611  0.2275
14 N 2.20575 -3.18866 0.87987  -0.4832
15 C 2.29423 -4.57049 1.58034  -0.1956
16 C 3.58796 -4.72949 2.49005  -0.4101
17 Cl 3.42651 -3.82674 3.95121  -0.0277
18 C 3.29070 -2.92528 -0.06309  -0.2340
19 C 4.25614 -1.80310 0.36280  -0.3479
20 Cl 5.51174 -1.47619 -0.92979  -0.0910
21 C 0.52532 -2.08904 2.29657  -0.2724
22 C -0.58690 -1.34237 2.47095  -0.2198
23 C -0.98690 -0.53017 1.32978  0.0919
24 H -3.19651 1.74750 2.06536  0.2377
25 H -2.64316 0.30931 3.07876  0.2181
26 H -3.86694 -0.05783 1.75146  0.2225
27 H -3.37085 2.43344 -2.81111  0.1948
28 H -1.64358 1.88543 -2.89835  0.2379
29 H -3.01064 0.70227 -2.80584  0.2390
30 H -4.35071 1.82487 0.24213  0.3696
31 H -4.61847 2.28128 -1.38482  0.3606
32 H -1.06919 4.61370 -0.72588  0.4980
33 H 0.91925 -1.69516 -1.18819  0.2353
34 H 2.26045 -5.26591 0.77518  0.2025
35 H 1.39483 -4.58268 2.19650  0.2194
36 H 4.42904 -4.39549 1.92223  0.2070
37 H 3.76597 -5.75027 2.68957  0.2164
38 H 3.07714 -2.76441 -1.07939  0.1993
39 H 3.99520 -3.72614 -0.01417  0.1930
40 H 4.80122 -2.13070 1.27837  0.2042
41 H 3.65535 -0.92490 0.62131  0.2195
42 H 0.90557 -2.55751 3.19674  0.2255
43 H -1.19361 -1.28943 3.42802  0.2167

=====

[5]
Molecular formula: C6H9NO
Method: DFT, ωB97M-V with the def2-TZVPD basis set

Structure (SMILES): [H]/N=C(\C=C\C)C(C)=O
Energy relative to the best compared isomer or geometry (same formula, charge and spin) in kcal/mol: 51.7
Lowest unoccupied orbital energy in eV: 0.23
Total charge: 0
Highest occupied orbital energy in eV: -8.957
Largest force on an atom in Eh/bohr: 0.07889
Energy in eV: -9903.362

Last column: natural (NBO) charge in e.
Atoms and positions in Å:
1 H 0.70740 3.00584 -0.78488  0.3429
2 N -0.18122 2.53972 -0.58994  -0.6078
3 C -0.09499 1.29295 -0.48462  0.1983
4 C 0.94106 0.31322 -0.41906  -0.3082
5 C 0.85329 -0.93545 0.11077  -0.0853
6 C 1.74400 -2.04444 -0.34115  -0.6551
7 C -1.38414 0.33209 -0.19280  0.5747
8 C -2.01531 0.79646 1.09404  -0.7334
9 O -1.90191 -0.37702 -1.01417  -0.5246
10 H 1.75058 0.51914 -1.10649  0.2052
11 H 0.18159 -1.21144 0.88388  0.1997
12 H 2.75782 -1.68684 -0.62822  0.2236
13 H 1.86181 -2.78983 0.45431  0.2176
14 H 1.28254 -2.54006 -1.21770  0.2384
15 H -2.96381 0.28789 1.26542  0.2280
16 H -1.34427 0.63031 1.93428  0.2265
17 H -2.19444 1.86745 1.03631  0.2594

=====

[6]
Molecular formula: C19H12AlCl5F6O5
Method: DFT, ωB97M-V with the def2-TZVPD basis set

Energy relative to the best compared isomer or geometry (same formula, charge and spin) in kcal/mol: 0.8
Lowest unoccupied orbital energy in eV: -0.69
Total charge: 0
Highest occupied orbital energy in eV: -8.676
Largest force on an atom in Eh/bohr: 0.00730
Energy in eV: -115656.901

Last column: natural (NBO) charge in e.
Atoms and positions in Å:
1 Al 0.14899 0.51468 -0.39805  2.0659
2 Cl 5.50415 5.13505 -1.21041  0.0588
3 C 4.04958 4.22065 -1.18991  -0.1124
4 C 4.09576 2.83323 -1.08894  -0.0530
5 Cl 5.60226 2.01825 -0.98587  0.0638
6 C 2.91389 2.10515 -1.07386  -0.1526
7 Cl 2.91383 0.38589 -0.96662  0.0910
8 C 1.66335 2.72324 -1.15640  0.3827
9 O 0.53541 2.03925 -1.14195  -0.8867
10 C 1.63564 4.12064 -1.25421  -0.1405
11 Cl 0.09907 4.88581 -1.33457  0.0542
12 C 2.81137 4.86041 -1.27235  -0.0604
13 Cl 2.74153 6.57244 -1.39113  0.0646
14 C 0.43646 -5.88486 -2.14269  -0.2593
15 O -0.90743 -5.56840 -1.80166  -0.4690
16 C -1.20108 -4.29557 -1.51136  0.3937
17 C -2.55094 -4.05229 -1.16625  -0.3033
18 C -2.94166 -2.78872 -0.86099  -0.0902
19 C -2.03598 -1.69331 -0.86284  -0.3523
20 C -2.47324 -0.36619 -0.58723  0.6410
21 C -3.90730 0.01038 -0.38248  -0.6986
22 O -1.67594 0.61479 -0.52227  -0.7473
23 C -0.67145 -1.96182 -1.18994  0.5484
24 O 0.26117 -1.03984 -1.21028  -0.8660
25 C -0.28482 -3.26564 -1.52870  -0.4144
26 H 0.45005 -6.95299 -2.33393  0.2074
27 H 1.11353 -5.65155 -1.31913  0.1877
28 H 0.74909 -5.34755 -3.03975  0.1861
29 H -3.23997 -4.88462 -1.15245  0.2340
30 H -3.97458 -2.62208 -0.59580  0.2145
31 H -4.61737 -0.80029 -0.48386  0.2218
32 H -4.14485 0.79154 -1.10562  0.2538
33 H -3.99457 0.45239 0.61045  0.2572
34 H 0.75504 -3.41520 -1.77715  0.2361
35 C -0.49328 2.39697 2.20617  -0.6516
36 C 0.11399 1.01222 2.42808  0.1241
37 O 0.53925 0.41569 1.26408  -0.9442
38 C -0.92921 0.09575 3.10750  0.9596
39 F -0.47708 -1.13937 3.32323  -0.3071
40 F -2.01777 -0.02177 2.31353  -0.3396
41 F -1.35969 0.58803 4.27658  -0.3181
42 C 1.36684 1.14727 3.32174  0.9618
43 F 1.95660 -0.02460 3.56296  -0.3090
44 F 1.08353 1.71385 4.50641  -0.3233
45 F 2.26613 1.93121 2.70805  -0.3210
46 H -1.35605 2.30468 1.54707  0.2345
47 H 0.24815 3.02914 1.71979  0.2386
48 H -0.80043 2.85803 3.14302  0.2388